CH22FeO14 | the ωB97M-V functional and the def2-TZVPD basis

Structure (XYZ):
```
38
Properties=species:S:1:pos:R:3:lowdin_charge:R:1
Fe -7.38 23.92 -39.08 0.81
C -8.19 22.97 -36.79 -1.01
O -8.93 23.44 -37.66 -0.17
O -7.04 22.88 -37.18 -0.14
O -8.57 22.71 -35.65 0.00
O -10.02 25.95 -36.65 -0.05
H -9.70 25.09 -36.93 -0.02
H -10.94 25.80 -36.43 0.02
O -6.05 20.33 -36.34 -0.03
H -5.70 19.63 -36.88 0.04
H -6.44 20.94 -36.96 0.01
O -7.96 22.30 -40.37 -0.13
H -7.52 21.53 -40.73 0.07
H -8.88 22.04 -40.29 0.06
O -9.85 20.30 -37.88 -0.03
H -9.74 21.21 -37.61 -0.01
H -10.10 20.35 -38.80 0.02
O -11.62 22.94 -37.48 -0.05
H -10.70 23.19 -37.53 -0.03
H -12.07 23.72 -37.16 0.03
O -9.33 24.86 -33.74 -0.05
H -8.97 24.14 -34.26 -0.01
H -10.01 24.46 -33.20 0.03
O -6.02 22.80 -34.40 -0.05
H -6.90 22.50 -34.64 -0.02
H -5.53 22.80 -35.22 -0.02
O -4.30 23.09 -36.75 -0.06
H -3.96 23.79 -37.31 0.04
H -5.20 22.96 -37.05 -0.03
O -6.62 25.85 -35.20 -0.06
H -6.83 24.91 -35.18 -0.01
H -5.71 25.89 -34.91 0.03
O -7.95 20.33 -34.04 -0.06
H -7.41 20.18 -34.82 -0.01
H -8.56 21.02 -34.30 -0.01
O -10.98 21.55 -34.72 -0.06
H -11.35 21.31 -35.57 0.01
H -10.28 22.17 -34.94 -0.02
```

Its net charge is -1. Its spin multiplicity is 6. The calculation puts the calculated total energy at -64448.497 eV. For the LUMO energy (alpha / beta), the calculation gives 1.82 / 1.48 eV. The HOMO-LUMO gap (alpha / beta) comes out at 6.09 / 8.28 eV. The HOMO energy (alpha / beta) comes out at -0.15684 / -0.24982 Ha.


C25H27AsN2O3S2SbSe4Tc | the ωB97M-V functional and the def2-TZVPD basis

Structure (XYZ):
```
66
Properties=species:S:1:pos:R:3:lowdin_charge:R:1
Tc 0.13 0.08 0.10 0.70
Se 4.32 2.79 2.63 -0.18
Sb 2.88 0.87 2.55 -0.21
Se 0.37 1.27 2.15 0.11
Se 2.41 -0.14 0.16 0.23
Se 3.25 -0.83 4.16 -0.17
S -0.48 -0.82 -2.09 0.58
C -1.93 -0.31 -1.30 -1.12
N -2.07 -0.09 0.00 -0.10
C -3.36 0.35 0.30 -0.33
C -3.81 0.65 1.57 -0.01
C -5.13 1.05 1.73 -0.08
C -5.99 1.14 0.63 -0.10
C -5.53 0.85 -0.64 -0.10
C -4.21 0.47 -0.81 -0.48
S -3.35 0.04 -2.27 1.01
H -3.14 0.55 2.42 0.11
H -5.50 1.28 2.72 0.10
H -7.02 1.44 0.78 0.10
H -6.20 0.90 -1.49 0.10
C -0.33 4.63 -1.73 -0.21
As 0.07 3.43 -0.28 0.98
C 1.88 3.78 0.17 -0.27
C -1.19 3.95 1.07 -0.25
O -0.24 1.88 -0.89 -0.70
H -0.23 5.66 -1.36 0.04
H -1.35 4.46 -2.07 0.04
H 0.36 4.47 -2.55 0.04
H 2.24 4.59 -0.47 0.04
H 2.48 2.88 -0.03 -0.01
H 1.99 4.05 1.22 0.00
H -1.66 4.88 0.76 0.03
H -0.70 4.07 2.03 0.02
H -1.94 3.16 1.13 0.02
C -4.33 -3.84 -2.74 -0.05
C -3.83 -4.72 -1.62 -0.22
C -3.49 -6.04 -1.89 -0.07
C -3.05 -6.87 -0.87 -0.10
C -2.91 -6.37 0.41 -0.04
C -3.21 -5.04 0.68 -0.23
N -3.11 -4.62 2.02 0.09
C -2.61 -3.47 2.65 -0.19
C -3.27 -3.15 3.85 -0.05
C -2.86 -2.13 4.68 -0.10
C -1.70 -1.43 4.38 -0.09
C -1.03 -1.74 3.21 -0.07
C -1.49 -2.69 2.30 -0.06
C -0.72 -2.82 1.01 -0.55
O -0.80 -3.83 0.34 0.10
O 0.09 -1.84 0.69 -0.35
C -3.73 -4.22 -0.31 -0.16
C -4.15 -2.82 0.02 -0.01
H -4.20 -4.33 -3.70 0.07
H -3.78 -2.89 -2.77 0.05
H -5.39 -3.59 -2.62 0.08
H -3.58 -6.41 -2.90 0.10
H -2.79 -7.90 -1.09 0.09
H -2.53 -7.00 1.20 0.11
H -3.30 -5.36 2.68 0.13
H -4.15 -3.73 4.10 0.11
H -3.43 -1.89 5.57 0.10
H -1.31 -0.66 5.04 0.10
H -0.08 -1.26 3.00 0.03
H -4.60 -2.78 1.02 0.09
H -4.86 -2.42 -0.70 0.07
H -3.28 -2.16 0.04 0.06
```

Its net charge is -1. Its spin multiplicity is 2. The calculation puts the calculated total energy at -388122.026 eV. For the LUMO energy (alpha / beta), the calculation gives 0.47 / 1.68 eV. The HOMO-LUMO gap (alpha / beta) comes out at 5.33 / 6.59 eV. The HOMO energy (alpha / beta) comes out at -0.17868 / -0.18043 Ha.


C3H5N3 | the ωB97M-V functional and the def2-TZVPD basis

Structure (XYZ):
```
11
Properties=species:S:1:pos:R:3:lowdin_charge:R:1
C -1.89 -0.01 0.14 -0.06
C 0.00 -0.39 0.26 -0.22
C 0.91 0.39 -0.35 -0.11
N 2.22 -0.11 -0.07 -0.26
N 2.43 -1.10 0.61 0.05
N -0.88 -1.04 0.78 0.11
H -1.90 -0.01 -0.95 0.09
H -1.78 1.02 0.52 0.09
H -2.79 -0.46 0.53 0.08
H 0.71 1.26 -0.96 0.10
H 2.97 0.46 -0.52 0.13
```

Its net charge is 0. The calculation puts the calculated total energy at -7656.088 eV. For the LUMO energy, the calculation gives 0.18 eV. The HOMO-LUMO gap comes out at 8.20 eV. The HOMO energy comes out at -0.29458 Ha.


C4H6BrNO2 | the ωB97M-V functional and the def2-TZVPD basis

Structure (XYZ):
```
14
Properties=species:S:1:pos:R:3:lowdin_charge:R:1
O 1.77 2.01 -0.62 0.05
C 2.43 0.92 -0.67 -0.34
C 1.80 -0.22 -0.41 -0.70
Br 2.49 -1.88 -0.46 0.72
H 0.84 1.81 -0.42 0.09
H 3.49 0.86 -0.83 0.12
H 0.79 -0.12 -0.14 0.01
N -1.94 -2.36 0.02 0.18
C -1.80 -1.21 0.35 -0.19
C -2.03 0.02 0.75 -0.18
O -1.22 1.19 0.50 -0.10
H -1.59 -3.17 0.47 0.07
H -3.16 0.24 0.76 0.14
H -1.86 1.92 0.71 0.11
```

Its net charge is 0. The calculation puts the calculated total energy at -79868.926 eV. For the LUMO energy, the calculation gives 0.12 eV. As for the SMILES: O/C=C/Br.N=C=CO. The HOMO-LUMO gap comes out at 8.35 eV. The HOMO energy comes out at -0.30253 Ha.


C20H29N3O7S | the ωB97M-V functional and the def2-TZVPD basis

Structure (XYZ):
```
60
Properties=species:S:1:pos:R:3:lowdin_charge:R:1
C 5.42 2.18 0.65 -0.07
C 4.93 1.48 -0.61 -0.26
O 3.52 1.51 -0.77 -0.11
C 2.76 0.67 0.07 -0.38
C 1.97 1.53 1.08 -0.07
N 1.00 2.30 0.34 0.09
C -0.32 2.09 0.49 -0.46
O -0.82 1.53 1.45 0.08
C -1.16 2.68 -0.66 -0.03
N -2.57 2.46 -0.43 0.03
C -3.31 3.52 -0.01 -0.39
O -2.88 4.66 0.03 0.09
C -4.72 3.18 0.46 -0.06
O -5.31 2.07 -0.17 0.00
C -4.49 1.01 -0.36 -0.19
C -5.07 -0.25 -0.46 0.02
C -4.27 -1.37 -0.65 -0.05
C -2.90 -1.20 -0.76 -0.26
S -1.84 -2.63 -0.82 0.70
O -2.60 -3.79 -1.19 -0.28
O -0.67 -2.33 -1.60 -0.29
N -1.49 -2.76 0.81 -0.22
C -1.26 -4.10 1.33 -0.19
C 0.24 -4.16 1.60 -0.16
C 0.51 -2.75 2.12 -0.15
C -0.42 -1.87 1.28 -0.19
C -2.32 0.05 -0.70 0.02
C -3.10 1.17 -0.48 -0.10
O 1.81 -0.04 -0.65 -0.10
C 2.28 -1.09 -1.49 -0.23
C 2.80 -0.61 -2.85 -0.05
H 6.51 2.21 0.64 0.08
H 5.04 3.20 0.68 0.08
H 5.09 1.66 1.55 0.07
H 5.32 1.98 -1.50 0.12
H 5.29 0.43 -0.62 0.12
H 3.44 -0.03 0.61 0.16
H 2.66 2.19 1.61 0.12
H 1.43 0.90 1.78 0.13
H 1.35 2.67 -0.53 0.15
H -0.85 2.23 -1.61 0.14
H -1.01 3.76 -0.70 0.14
H -4.66 3.01 1.55 0.15
H -5.37 4.04 0.28 0.14
H -6.14 -0.33 -0.38 0.12
H -4.68 -2.36 -0.71 0.11
H -1.62 -4.82 0.61 0.11
H -1.82 -4.21 2.27 0.13
H 0.51 -4.94 2.31 0.11
H 0.77 -4.32 0.66 0.12
H 1.55 -2.45 2.01 0.11
H 0.24 -2.68 3.18 0.11
H -0.85 -1.04 1.84 0.12
H 0.10 -1.47 0.41 0.08
H -1.25 0.11 -0.82 0.11
H 1.41 -1.73 -1.64 0.09
H 3.06 -1.65 -0.96 0.12
H 3.66 0.04 -2.74 0.06
H 3.07 -1.48 -3.44 0.08
H 2.01 -0.07 -3.37 0.08
```

Its net charge is 0. The calculation puts the calculated total energy at -50848.714 eV. For the LUMO energy, the calculation gives 0.70 eV. As for the SMILES: CCOC(CNC(=O)CN1C(=O)COc2ccc(S(=O)(=O)N3CCCC3)cc21)OCC. The HOMO-LUMO gap comes out at 9.17 eV. The HOMO energy comes out at -0.31095 Ha.


C16H33BF2N4O9P | the ωB97M-V functional and the def2-TZVPD basis

Structure (XYZ):
```
66
Properties=species:S:1:pos:R:3:lowdin_charge:R:1
C 3.80 1.67 -0.12 -0.06
O 2.93 0.64 0.44 -0.03
B 2.16 0.12 -0.66 -0.46
O 2.59 -1.06 -1.37 0.11
C 0.73 0.85 -1.09 -0.08
O -0.30 0.76 -0.09 -0.03
C -1.12 -0.41 -0.13 -0.34
C -2.66 0.14 -0.25 -0.06
C -2.90 1.56 0.47 -0.35
C -4.46 1.57 0.95 -0.09
C -2.77 2.82 -0.58 -0.08
N -0.86 -1.17 1.15 0.12
C -0.74 -0.30 2.33 -0.25
O 0.36 0.15 2.74 0.13
F -1.88 0.07 3.14 0.06
C -1.72 -2.33 1.34 -0.29
O -2.85 -2.35 1.88 0.16
F -1.22 -3.62 0.92 0.04
C -0.93 -1.44 -1.33 -0.06
N -0.35 -0.93 -2.60 -0.15
P -1.48 -1.05 -4.05 1.01
N -2.42 -2.54 -3.99 -0.15
O -0.50 -1.24 -5.48 -0.27
C 0.22 0.46 -2.56 -0.38
O -0.91 1.36 -2.83 -0.10
C 1.31 0.78 -3.74 -0.05
C 0.72 1.69 -4.93 -0.22
O 0.77 3.13 -4.60 -0.09
H 3.33 2.70 0.04 0.11
H 4.00 1.48 -1.25 0.11
H 4.79 1.67 0.46 0.12
H 2.92 -1.71 -0.69 0.14
H 1.02 1.98 -1.15 0.19
H -2.81 0.33 -1.39 0.12
H -3.44 -0.64 0.04 0.12
H -2.19 1.81 1.32 0.13
H -4.73 0.64 1.56 0.08
H -4.77 2.56 1.44 0.09
H -5.08 1.49 -0.03 0.09
H -3.20 2.52 -1.60 0.09
H -3.28 3.73 -0.11 0.09
H -1.64 3.05 -0.61 0.08
H -1.95 -1.99 -1.46 0.14
H -0.21 -2.27 -0.95 0.16
H 0.45 -1.56 -2.86 0.16
H -1.93 -3.26 -3.43 0.05
H -3.33 -2.28 -3.57 0.05
H 0.19 -1.91 -5.25 0.07
H -0.67 2.28 -2.56 0.11
H 1.64 -0.26 -4.15 0.13
H 2.26 1.29 -3.36 0.14
H 1.46 1.58 -5.82 0.15
H -0.30 1.36 -5.33 0.11
H -0.18 3.38 -4.48 0.10
C 3.08 -2.92 5.97 -0.02
C 3.18 -1.67 6.79 -0.55
O 3.71 -1.66 7.90 0.03
N 2.67 -0.52 6.28 0.00
C 2.01 -0.32 5.00 -0.10
H 3.53 -3.75 6.51 0.09
H 2.03 -3.17 5.78 0.08
H 3.61 -2.80 5.02 0.08
H 2.77 0.28 6.89 0.14
H 2.57 0.42 4.44 0.08
H 1.01 0.06 5.19 0.08
H 1.95 -1.24 4.42 0.07
```

Its net charge is +1. The calculation puts the calculated total energy at -56905.973 eV. For the LUMO energy, the calculation gives -3.60 eV. The HOMO-LUMO gap comes out at 7.20 eV. The HOMO energy comes out at -0.39698 Ha.


C17H21N5O2 | the ωB97M-V functional and the def2-TZVPD basis

Structure (XYZ):
```
45
Properties=species:S:1:pos:R:3:lowdin_charge:R:1
C -5.94 -3.02 0.43 -0.11
C -5.91 -1.90 1.45 -0.27
C -6.32 -0.54 0.88 -0.23
C -5.44 -0.04 -0.27 -0.21
C -3.99 0.17 0.14 -0.17
C -3.19 0.78 -1.01 -0.13
N -1.78 0.96 -0.65 0.07
C -1.43 2.18 -0.11 -0.47
O -2.22 3.09 0.04 0.09
N -0.11 2.32 0.23 0.19
C 0.85 1.35 0.09 -0.23
N 2.08 1.63 0.45 0.19
C 2.99 0.64 0.29 -0.21
C 4.32 0.86 0.64 0.02
C 5.27 -0.14 0.48 -0.27
N 6.56 0.07 0.88 0.13
C 4.88 -1.41 -0.04 -0.21
C 5.91 -2.49 -0.20 -0.05
C 3.58 -1.63 -0.39 0.04
C 2.60 -0.62 -0.24 -0.21
N 1.34 -0.87 -0.60 0.22
C 0.46 0.10 -0.45 -0.11
C -0.94 -0.14 -0.83 -0.35
O -1.37 -1.18 -1.29 0.11
H -5.17 -2.89 -0.32 0.07
H -5.78 -3.98 0.91 0.07
H -6.91 -3.06 -0.07 0.07
H -6.61 -2.14 2.26 0.10
H -4.92 -1.83 1.89 0.10
H -6.30 0.20 1.68 0.11
H -7.35 -0.61 0.52 0.11
H -5.48 -0.74 -1.10 0.11
H -5.85 0.91 -0.62 0.12
H -3.53 -0.78 0.41 0.11
H -3.94 0.84 1.00 0.12
H -3.58 1.76 -1.28 0.13
H -3.21 0.12 -1.88 0.13
H 0.18 3.21 0.62 0.17
H 4.60 1.82 1.04 0.12
H 7.28 -0.54 0.54 0.09
H 6.83 1.01 1.09 0.10
H 6.38 -2.71 0.76 0.09
H 5.45 -3.40 -0.57 0.08
H 6.69 -2.19 -0.90 0.08
H 3.26 -2.58 -0.80 0.12
```

Its net charge is 0. The calculation puts the calculated total energy at -29518.019 eV. For the LUMO energy, the calculation gives -0.56 eV. As for the SMILES: CCCCCCn1c(=O)[nH]c2nc3cc(N)c(C)cc3nc2c1=O. The HOMO-LUMO gap comes out at 7.78 eV. The HOMO energy comes out at -0.30651 Ha.


C33H48AsCl3F6N7PS2Ti | the ωB97M-V functional and the def2-TZVPD basis

Structure (XYZ):
```
102
Properties=species:S:1:pos:R:3:lowdin_charge:R:1
Ti 0.20 -0.65 0.79 0.84
C -1.46 -2.09 3.68 -0.07
C -0.96 -0.70 3.83 -0.61
N -0.14 -0.08 3.01 0.03
C 0.23 1.16 3.53 -0.33
C -0.37 1.48 4.70 -0.31
S -1.38 0.22 5.21 1.16
C 1.33 1.95 2.97 -0.24
C 2.51 2.16 3.55 -0.29
S 3.65 3.05 2.58 1.02
C 2.62 2.63 1.11 -0.58
N 1.26 2.71 1.71 0.04
C 2.86 3.52 -0.09 -0.06
H -1.10 -2.53 2.76 0.04
H -2.55 -2.12 3.70 0.09
H -1.09 -2.69 4.52 0.10
H -0.22 2.38 5.28 0.10
H 2.79 1.75 4.51 0.11
H 3.04 4.55 0.18 0.08
H 2.01 3.45 -0.76 0.06
H 3.73 3.16 -0.64 0.05
F -1.54 0.52 0.66 -0.38
As -3.35 0.87 0.94 0.78
F -2.78 1.95 2.17 -0.23
F -3.32 -0.43 2.07 -0.21
F -4.98 1.22 1.24 -0.18
F -3.67 -0.24 -0.33 -0.21
F -3.19 2.12 -0.23 -0.22
C -4.21 -3.18 -0.66 -0.04
C -2.73 -3.41 -0.85 -0.26
C -2.27 -4.19 -1.90 -0.02
C -0.91 -4.44 -2.08 -0.27
C -0.43 -5.30 -3.22 -0.04
C 0.00 -3.90 -1.18 -0.01
C -0.44 -3.13 -0.10 -0.32
C -1.80 -2.89 0.05 -0.02
N 0.46 -2.55 0.84 -0.12
C 1.52 -3.40 1.45 -0.59
C 0.92 -4.74 1.89 -0.03
C 2.01 -2.67 2.71 -0.06
C 2.70 -3.62 0.50 -0.04
H -4.75 -4.12 -0.72 0.09
H -4.60 -2.52 -1.45 0.09
H -4.42 -2.71 0.29 0.07
H -2.98 -4.63 -2.59 0.13
H -1.24 -5.54 -3.90 0.08
H -0.01 -6.24 -2.85 0.09
H 0.36 -4.80 -3.78 0.08
H 1.06 -4.07 -1.33 0.11
H -2.17 -2.33 0.91 0.09
H 0.08 -4.59 2.56 0.08
H 1.68 -5.32 2.41 0.10
H 0.58 -5.32 1.04 0.08
H 1.22 -2.59 3.45 0.07
H 2.38 -1.67 2.47 0.02
H 2.84 -3.23 3.16 0.09
H 2.61 -4.57 -0.05 0.08
H 3.64 -3.66 1.05 0.08
H 2.77 -2.81 -0.22 0.04
Cl 5.54 1.82 0.31 0.62
C 4.27 0.59 0.58 -1.49
Cl 4.71 -0.32 2.04 0.64
Cl 4.31 -0.49 -0.82 0.65
C 2.81 1.13 0.76 -0.52
N 1.86 0.33 0.77 -0.02
C 0.74 1.62 -4.26 -0.18
N -0.44 1.99 -3.49 -0.14
C -1.61 1.29 -4.05 -0.17
N -1.44 -0.16 -4.12 -0.14
C -0.23 -0.46 -4.88 -0.18
N 0.97 0.18 -4.34 -0.14
C 1.35 -0.38 -3.04 -0.30
P 0.01 -0.15 -1.80 1.03
C -0.28 1.66 -2.07 -0.31
C -1.42 -0.77 -2.80 -0.28
H 1.62 2.10 -3.83 0.13
H 0.61 1.99 -5.28 0.13
H -1.76 1.67 -5.06 0.13
H -2.49 1.53 -3.45 0.13
H -0.37 -0.11 -5.90 0.13
H -0.09 -1.54 -4.90 0.13
H 2.26 0.11 -2.69 0.05
H 1.58 -1.44 -3.15 0.10
H 0.57 2.22 -1.67 0.07
H -1.17 1.96 -1.52 0.06
H -2.34 -0.54 -2.26 0.09
H -1.35 -1.86 -2.88 0.08
C -0.12 5.60 2.12 0.00
C -0.21 4.70 0.84 -0.51
C 0.56 5.39 -0.28 -0.04
C -1.68 4.61 0.43 -0.03
C 0.19 3.40 1.49 0.08
H -0.48 6.59 1.84 0.11
H 0.91 5.68 2.47 0.10
H -0.75 5.23 2.93 0.10
H 0.03 6.32 -0.49 0.10
H 0.57 4.81 -1.20 0.09
H 1.57 5.66 0.00 0.07
H -2.04 5.61 0.21 0.10
H -2.31 4.18 1.21 0.08
H -1.80 4.00 -0.47 0.08
H -0.63 3.07 2.13 0.14
```

Its net charge is +1. Its spin multiplicity is 2. The calculation puts the calculated total energy at -214215.722 eV. For the LUMO energy (alpha / beta), the calculation gives -3.32 / -3.31 eV. The HOMO-LUMO gap (alpha / beta) comes out at 7.11 / 7.17 eV. The HOMO energy (alpha / beta) comes out at -0.38322 / -0.38515 Ha.